# C31H42GeNO3PtTe

C31H42GeNO3PtTe as an isolated structure at a distorted geometry (the ωB97M-V functional and the def2-TZVPD basis, the Open Molecules 2025 dataset).

Results
Relative energy (zero: lowest compared OMol25 entry of this formula, charge and spin): 135.1 kcal/mol
HOMO-LUMO gap (spin up / spin down): 4.5 / 4.4 eV
LUMO (spin up / spin down): 4.16 / 4.05 eV

Structure (ORCA input):
```
! RIJCOSX wB97M-V def2-TZVPD def2/J DEFGRID3
* xyz -2 4
Pt 0.2449 -0.6238 2.0621
C -0.9188 -0.3371 5.8189
Ge -0.4652 0.5659 4.0443
C -0.2552 2.5376 3.9295
C -3.1282 -4.9466 1.5335
C -1.6346 -0.0645 2.4416
H -0.2738 -1.1848 5.7746
H -1.9444 -0.3744 5.9924
H -0.5768 0.4240 6.4542
H 0.0507 2.7645 2.8723
H 0.5386 2.9658 4.4978
H -1.2184 3.1103 4.0467
H -3.3292 -5.2961 2.4957
H -3.8478 -5.0333 0.8664
H -1.2342 2.7739 -8.2816
H -2.1124 0.7531 1.9395
H -2.2591 -0.8979 2.8224
H -1.8386 -2.5701 0.8876
C 4.1177 -2.5009 3.1696
C 2.6136 -1.8925 3.3461
O 2.0886 -1.8574 4.4659
O 2.2624 -1.4454 2.1136
H 4.7694 -1.7538 3.7317
H 4.5235 -2.8054 2.0990
H 3.9171 -3.2899 3.9607
C 5.3407 0.8315 -4.9467
C 4.1107 0.8778 -4.0675
C 4.1233 0.8833 -2.6647
C 2.9355 0.6798 -1.9261
C 3.1024 0.8147 -0.3611
C 1.7128 0.6324 -2.5724
Te -0.1863 0.7454 -1.3854
N 0.1336 -0.8220 -0.0588
C 0.5466 -2.0841 -0.7251
O 1.0072 -2.0489 -1.8144
C 0.1156 -3.2775 0.1515
C 1.0634 -3.9189 0.8861
C 0.7776 -5.1328 1.5062
C -0.5926 -5.3589 1.6440
C -1.7428 -4.5532 1.3329
C -1.3218 -3.4564 0.5610
C -2.0558 2.0655 -1.0517
C -3.2602 1.3422 -0.7805
C -3.4052 -0.2047 -0.9020
C -4.3431 2.0958 -0.4534
C -4.3409 3.4927 -0.3737
C -5.5858 4.1737 0.1071
C -3.1715 4.1858 -0.7376
C -2.0074 3.5096 -1.1097
C -0.7120 4.1554 -1.2995
C 1.6739 0.7417 -3.9328
C 0.3748 0.8813 -4.6495
C 2.8883 0.8111 -4.7104
H 6.2444 1.1502 -4.4111
H 5.1666 1.3861 -5.8742
H 5.5557 -0.1539 -5.3110
H 5.0258 1.0832 -2.0767
H 4.0912 1.2856 -0.1999
H 3.0073 -0.1376 0.1634
H 2.3456 1.5149 0.0079
H 2.0813 -3.4996 0.7792
H 1.6669 -5.6629 1.8100
H -0.8822 -6.3722 1.9991
H 4.8531 -3.4143 1.7749
H -1.8313 -3.7336 -0.3163
H -2.8299 -0.6571 -0.1075
H -3.1371 -0.5903 -1.9315
H -4.4832 -0.3662 -0.6215
H -5.3171 1.6669 -0.2140
H -6.1537 3.4921 0.6290
H -6.0220 4.6520 -0.7266
H -5.4300 5.1647 0.7630
H -3.1054 5.2830 -0.6204
H -0.7836 5.2291 -1.6315
H -0.1408 3.6509 -2.0710
H -0.1405 4.1468 -0.3610
H 0.5855 1.0107 -5.7299
H -0.1508 1.7804 -4.2494
H -0.3741 0.0799 -4.4168
H 2.8877 0.9278 -5.8062
*
```